Record 1
A cluster of 13 separate species, C27H31Cl48N4O2S in total. Source: OMol25; level of theory: ωB97M-V with the def2-TZVPD basis set.

Geometry as XYZ:
```
113
Properties=species:S:1:pos:R:3:forces:R:3:mulliken_charge:R:1
C 0.91476 -1.49408 1.75815 -0.815 -1.052 0.020 -1.1469
C 1.33156 -0.27025 1.52390 0.612 0.160 -0.228 -0.6682
N 0.41551 0.64938 0.90089 -0.616 1.081 1.603 1.6368
C 0.12767 1.86075 1.69470 -0.869 -0.053 0.098 -1.0152
O -0.48085 1.42144 2.88984 0.951 0.150 -0.106 -0.1426
N -1.90463 1.68072 2.81941 -0.970 -0.150 -0.289 0.0869
O -2.48198 0.78105 2.37393 0.222 0.174 0.260 -0.1153
C 0.80540 0.89183 -0.39483 0.450 0.082 -0.167 -0.8099
N 1.88116 1.71949 -0.65420 0.804 0.723 -0.736 0.0244
S 1.29350 3.36699 -0.90305 -0.724 0.607 -0.021 -0.1166
N 0.18123 0.32085 -1.36312 -0.427 -0.778 0.308 0.7701
C -0.97766 -0.55599 -1.09240 -1.029 0.125 -0.842 -0.5699
C -1.70113 -1.04860 -2.34961 1.240 -0.513 -0.018 -0.2021
C -2.52290 -2.28603 -1.99512 -0.851 0.555 0.216 0.3484
C -3.47795 -2.10055 -0.78707 -0.411 -0.644 -0.309 0.0307
C -5.00347 -2.08073 -1.11674 0.998 1.085 0.654 -1.3316
C -5.60133 -0.76163 -0.60655 -0.501 -0.698 -0.023 0.2800
C -7.12577 -0.69505 -0.76818 0.033 1.202 -0.328 -1.3027
C -7.57018 0.76925 -1.01441 0.414 -0.610 0.863 0.0124
C -7.33081 1.64762 0.24180 -0.061 0.299 -0.493 -0.9197
C -6.41535 2.86084 -0.03190 0.019 -0.338 0.065 -0.3974
C -4.93194 2.59566 0.27176 -0.241 -0.143 -0.456 -0.7562
H 1.52793 -2.37256 1.61950 0.565 0.018 1.310 0.3038
H -0.11621 -1.62722 2.06368 -0.436 -0.310 -1.111 0.3542
H 2.33938 0.02577 1.81441 -0.284 0.312 -0.822 0.8339
H -0.60842 2.45389 1.14472 0.182 0.189 -0.190 0.6588
H 0.99398 2.48652 1.90071 0.204 -0.201 0.267 0.3156
H 2.30832 1.45322 -1.53528 0.169 -0.196 -0.195 0.0986
H 2.40185 4.07264 -1.21086 0.305 -0.661 0.345 0.2254
H 0.47955 0.49564 -2.32067 -0.050 -0.048 0.003 -0.0204
H -0.71737 -1.41577 -0.48960 0.516 -0.023 0.168 0.0551
H -1.68252 0.03979 -0.53013 0.067 0.143 0.410 0.2398
H -0.93413 -1.36650 -3.06481 -0.052 0.024 -0.160 -0.3189
H -2.27783 -0.27051 -2.84208 -0.219 0.203 0.181 0.4323
H -1.89357 -3.15510 -1.81728 0.238 0.395 -0.082 -0.9848
H -3.13537 -2.52564 -2.86321 -0.006 -0.148 -0.112 0.6687
H -3.27181 -1.20952 -0.19643 0.228 0.078 -0.054 -0.1571
H -3.30534 -2.94291 -0.12153 0.088 -0.050 0.230 0.4302
H -5.14397 -2.12483 -2.19381 -0.249 -0.379 -0.089 0.5083
H -5.47102 -2.90038 -0.58230 -0.306 -0.266 -0.354 0.3325
H -5.13423 0.07352 -1.12813 0.073 0.090 -0.192 0.0594
H -5.32923 -0.64687 0.44111 0.034 0.050 0.185 0.2771
H -7.64584 -1.03694 0.12276 0.014 -0.389 0.075 0.3777
H -7.43577 -1.29644 -1.61954 -0.057 -0.224 -0.048 0.4813
H -6.95905 1.15759 -1.81881 -0.103 0.098 -0.327 -0.2726
H -8.61298 0.79455 -1.31252 -0.144 0.083 -0.121 0.4415
H -8.28277 2.01410 0.61350 -0.184 -0.016 0.071 0.3797
H -6.90832 1.02718 1.02799 0.070 0.001 0.236 0.4572
H -6.74186 3.73708 0.52187 -0.120 0.002 0.155 0.3891
H -6.53616 3.09596 -1.08771 0.046 0.322 -0.079 0.1038
H -4.40463 2.29732 -0.63567 0.122 -0.018 -0.058 0.1142
H -4.84112 1.77038 0.96957 0.136 -0.025 0.301 0.0923
H -4.43252 3.47033 0.67352 0.093 0.136 0.087 0.5377
C 6.05588 -0.35722 0.73967 0.192 0.006 0.075 0.2763
Cl 6.46036 -0.20476 -0.97635 -0.014 -0.010 0.050 -0.1003
Cl 4.29414 -0.19637 0.94088 0.574 -0.079 -0.282 -0.0770
Cl 6.56693 -1.93754 1.32969 -0.049 0.057 -0.030 -0.1001
Cl 6.86519 0.91029 1.65777 -0.122 -0.204 -0.128 -0.0151
C 3.46169 1.29461 -4.73945 0.156 -0.050 -0.180 0.2636
Cl 4.34080 2.79515 -5.02748 -0.082 -0.617 0.460 -0.0346
Cl 4.08817 0.50823 -3.28090 -0.102 0.042 0.156 -0.0356
Cl 1.73382 1.66917 -4.51774 -0.048 -0.016 0.079 -0.0875
Cl 3.66052 0.20441 -6.10071 -0.070 0.048 -0.012 -0.0609
C 9.68782 1.49412 4.54323 0.034 -0.062 0.066 0.3123
Cl 11.08061 0.83823 3.67936 -0.047 0.023 0.003 -0.0958
Cl 8.79483 2.58971 3.47433 0.103 0.188 0.088 -0.1176
Cl 8.62576 0.17160 5.04196 -0.001 0.019 -0.017 -0.0889
Cl 10.23552 2.37836 5.96707 -0.017 -0.097 -0.123 -0.0021
C 12.79601 2.40948 9.42771 0.130 -0.070 0.013 0.3719
Cl 13.54037 3.30866 10.75094 -0.040 -0.028 -0.041 -0.0874
Cl 13.92921 2.29353 8.07739 -0.051 0.016 0.011 -0.0931
Cl 12.36164 0.78800 9.97666 0.401 0.103 -0.050 -0.0869
Cl 11.33078 3.25009 8.89678 -0.004 0.111 0.111 -0.1075
C -0.31789 -5.89666 -1.30922 0.084 -0.303 -0.018 0.2606
Cl 0.91722 -6.15175 -2.54639 -0.101 0.032 0.318 -0.0715
Cl 0.11490 -4.47731 -0.33470 0.016 0.084 0.053 -0.0669
Cl -1.88131 -5.61389 -2.08637 0.036 -0.303 0.036 -0.0823
Cl -0.42170 -7.31230 -0.26529 0.218 0.134 -0.088 -0.0393
C 4.50031 6.63956 -7.47901 0.084 0.123 -0.054 0.3203
Cl 5.75680 6.56149 -8.71492 -0.042 -0.015 0.052 -0.0879
Cl 4.88453 7.91736 -6.32155 -0.013 -0.050 -0.016 -0.0960
Cl 2.94198 6.97519 -8.23677 0.031 -0.031 0.033 -0.0956
Cl 4.41162 5.08244 -6.62913 -0.070 0.535 -0.425 -0.0675
C -0.01108 -3.58731 -5.78249 -0.059 -0.152 -0.125 0.2103
Cl -1.57735 -3.62829 -4.97581 0.119 -0.168 0.006 -0.0200
Cl 0.76509 -5.16120 -5.62739 0.027 0.076 -0.328 -0.0721
Cl -0.23750 -3.18682 -7.48562 0.039 0.008 0.081 -0.0793
Cl 1.00947 -2.35836 -5.01682 0.104 0.122 0.044 -0.0612
C 8.06160 -0.39715 10.87388 -0.029 0.054 -0.020 0.2603
Cl 8.41253 -2.09520 10.53038 -0.009 0.024 -0.003 -0.1017
Cl 8.08327 -0.13234 12.61964 -0.005 -0.005 -0.042 -0.0968
Cl 9.28611 0.62109 10.10872 -0.403 -0.126 0.076 0.0243
Cl 6.46234 0.01375 10.23517 0.015 -0.010 0.005 -0.0922
C -4.11678 -8.66220 1.34041 -0.078 -0.031 0.030 0.3052
Cl -4.98955 -8.03680 2.74311 0.035 -0.011 -0.034 -0.1012
Cl -3.68498 -7.32419 0.26777 -0.235 -0.010 0.043 -0.0058
Cl -2.64199 -9.47715 1.87880 -0.001 0.019 -0.010 -0.1082
Cl -5.13905 -9.80795 0.47033 0.040 0.037 0.020 -0.0889
C -6.24762 3.71247 -4.68906 0.019 0.017 -0.055 0.2945
Cl -5.65811 3.78160 -6.35991 -0.086 0.268 0.122 -0.1222
Cl -7.99319 3.95604 -4.66652 0.084 -0.043 0.016 -0.0891
Cl -5.85369 2.12424 -4.01651 -0.027 0.155 0.202 0.0081
Cl -5.45980 4.96683 -3.72443 -0.012 -0.034 -0.051 -0.1030
C 0.97607 1.19648 6.60655 0.019 -0.004 0.068 0.2861
Cl 1.76761 2.73723 6.25288 -0.011 -0.020 -0.012 -0.1087
Cl 1.81670 0.39061 7.93245 -0.025 0.028 -0.042 -0.0825
Cl -0.70586 1.48795 7.06049 0.026 -0.003 -0.028 -0.1013
Cl 1.02229 0.17236 5.16431 0.118 -0.105 0.117 -0.0428
C -4.36539 -0.81779 -6.93342 -0.188 0.042 -0.064 0.1505
Cl -5.53155 -2.14349 -6.96144 0.073 0.005 0.024 -0.0977
Cl -3.34201 -0.96520 -5.49246 -0.018 0.112 -0.003 0.0504
Cl -3.36055 -0.88024 -8.38349 -0.013 0.012 0.088 -0.0931
Cl -5.21733 0.72189 -6.84711 0.128 -0.293 -0.367 -0.0386
```
Positions in Å, forces in eV/Å.

## Properties
**E_tot**: -23903.683767 Eh
**E_HOMO**: -12.07 eV
**Net charge**: +1
**LUMO level**: -0.1460 hartree
**Kohn-Sham gap**: 8.1 eV


Record 2
The ion C19H46BNO2P with charge -1. Source: OMol25; level of theory: ωB97M-V with the def2-TZVPD basis set.

Geometry as XYZ:
```
70
Properties=species:S:1:pos:R:3:forces:R:3:mulliken_charge:R:1
C 0.50001 0.16200 -2.52768 -0.016 -0.012 -0.051 -0.8840
C 0.79951 1.63655 -2.84224 -0.112 -0.056 0.102 -0.4821
C -0.03489 2.61627 -2.01553 0.081 -0.044 -0.152 0.2158
C 0.31159 4.09493 -2.28978 -0.087 -0.085 0.276 -1.2144
C 0.82795 4.85412 -1.05693 0.082 0.053 -0.132 -0.3734
C 2.35308 4.73342 -0.84414 -0.133 -0.237 0.086 -0.8753
C 2.80329 3.92687 0.37869 0.121 0.076 0.026 -0.5525
C 2.40158 4.50885 1.74540 0.055 -0.089 0.078 -0.9228
C 1.14692 3.90098 2.37947 -0.001 -0.026 0.065 -0.4951
C 1.38150 2.49223 2.93976 -0.308 0.110 0.020 -0.6692
C 0.10797 1.64938 2.94932 0.114 -0.110 -0.087 -0.4632
C 0.32345 0.16801 3.28960 0.014 0.261 -0.083 -0.9114
C -0.71447 -0.75928 2.63275 0.076 -0.134 0.068 -0.7112
C -0.16465 -1.58963 1.46088 -0.023 0.039 -0.019 0.5951
C -0.92649 -2.88559 1.16237 0.056 0.308 0.128 -1.7387
P -1.58215 -2.86718 -0.69340 -0.152 -0.039 0.148 0.6348
C -3.42991 -3.30871 -0.29111 0.117 0.116 -0.115 -0.9348
O -4.27867 -2.15636 -0.21825 -0.164 -0.086 0.063 -0.3928
C -4.31508 -1.52411 1.03304 0.024 0.058 -0.026 -0.6571
B -1.11971 -4.77301 -1.06446 0.066 -0.028 0.038 0.8594
O -1.96865 -5.82582 -0.79536 -0.177 -0.070 -0.373 -0.5738
N 0.16802 -5.19595 -1.71386 -0.112 0.015 -0.291 -0.1654
C 0.47310 -4.49743 -2.95841 0.128 -0.049 -0.012 -0.8126
C 1.30167 -5.13756 -0.80367 0.016 -0.073 -0.013 -1.0600
H 0.13496 -0.37430 -3.40397 -0.016 -0.013 0.016 0.3198
H -0.26667 0.05163 -1.75810 0.008 -0.023 0.015 0.0491
H 1.38361 -0.37089 -2.17726 -0.013 0.007 0.046 0.3091
H 0.59940 1.83791 -3.89934 0.139 0.050 -0.004 0.3100
H 1.85856 1.85434 -2.66717 -0.001 0.022 -0.083 0.1322
H 0.09475 2.38297 -0.95342 0.007 0.020 -0.009 -0.2730
H -1.08930 2.43367 -2.23854 -0.005 -0.032 0.089 0.4665
H 1.07369 4.13416 -3.07462 -0.085 0.123 -0.065 0.4936
H -0.57180 4.61345 -2.66845 0.012 -0.032 -0.080 0.4244
H 0.30070 4.47592 -0.18194 -0.049 0.089 -0.005 0.0879
H 0.54859 5.90719 -1.14387 0.070 0.014 -0.009 0.3550
H 2.77758 4.24973 -1.72877 0.078 0.089 -0.012 0.5115
H 2.80641 5.72755 -0.78661 -0.018 0.001 0.016 0.3802
H 3.89587 3.87582 0.34324 -0.009 -0.055 -0.043 0.2973
H 2.45885 2.89124 0.29183 -0.084 0.025 0.006 0.2390
H 3.22419 4.33278 2.44710 0.000 0.076 0.013 0.4168
H 2.30566 5.59663 1.66555 -0.049 -0.011 -0.055 0.4004
H 0.79791 4.55710 3.18300 -0.037 -0.017 -0.014 0.4283
H 0.33017 3.84872 1.65734 0.032 0.051 -0.037 0.2769
H 2.13076 1.97689 2.33106 0.053 -0.007 0.089 0.3472
H 1.76001 2.57940 3.96363 0.250 -0.113 -0.088 0.2711
H -0.33572 1.69692 1.94822 -0.031 0.060 0.036 0.2899
H -0.60969 2.09230 3.64858 -0.112 0.008 -0.139 0.1789
H 0.32352 0.03752 4.37593 0.060 0.010 -0.008 0.2969
H 1.32456 -0.10625 2.93988 -0.024 -0.103 0.051 0.4389
H -1.13046 -1.44403 3.37699 0.009 0.041 0.022 0.5797
H -1.54262 -0.14674 2.26149 -0.133 -0.130 0.097 0.1497
H -0.21140 -0.97085 0.55111 0.152 0.046 0.007 -0.7224
H 0.89601 -1.78918 1.64885 -0.028 -0.065 0.001 0.4743
H -0.26064 -3.74313 1.32286 -0.086 -0.073 -0.103 0.4014
H -1.75348 -2.99376 1.87352 -0.028 -0.072 -0.084 0.4960
H -1.91948 -1.41548 -0.49475 0.060 0.024 0.007 -0.1208
H -1.98452 -2.74298 -2.15437 0.052 -0.071 0.036 -0.2293
H -0.20285 -2.45246 -1.07864 0.030 -0.015 0.035 -0.2296
H -3.52706 -3.89971 0.63239 0.003 -0.001 -0.023 0.4331
H -3.81503 -3.90119 -1.12478 0.020 -0.027 0.017 0.2491
H -3.83580 -0.53976 0.99147 0.049 -0.042 0.011 0.2018
H -5.36080 -1.38376 1.33935 0.022 -0.014 -0.012 0.3185
H -3.80775 -2.11413 1.80270 -0.021 0.026 0.006 0.2679
H -1.68556 -6.58469 -1.33610 0.185 0.104 0.413 0.2984
H 0.54509 -3.40926 -2.83466 -0.018 -0.012 -0.008 0.1337
H -0.28510 -4.71924 -3.71143 -0.053 0.086 0.035 0.2641
H 1.43109 -4.85913 -3.35149 -0.017 -0.023 0.015 0.2993
H 1.63573 -4.10822 -0.60431 -0.030 -0.012 0.050 0.2173
H 2.14713 -5.69488 -1.22561 -0.005 0.034 -0.018 0.3150
H 1.04595 -5.61280 0.14565 -0.004 0.061 0.028 0.3396
```
Positions in Å, forces in eV/Å.

## Properties
**E_tot**: -1322.889249 Eh
**E_HOMO**: -2.83 eV
**Net charge**: -1
**LUMO level**: 0.1044 hartree
**Kohn-Sham gap**: 5.7 eV


Record 3
A cluster of 2 separate species, C9H9N3O2 in total. Source: OMol25; level of theory: ωB97M-V with the def2-TZVPD basis set.

Geometry as XYZ:
```
23
Properties=species:S:1:pos:R:3:forces:R:3:mulliken_charge:R:1
C 0.22685 -2.06556 -2.15035 0.980 -0.757 -2.024 0.1973
C 0.15262 -0.61429 -2.36371 -1.144 0.453 1.411 -0.1896
C -0.63466 0.14997 -1.55527 0.378 -0.957 -2.905 -0.4254
C -1.02526 -1.67294 -0.06495 -0.029 0.428 1.410 0.1787
C 1.68988 0.97692 2.11497 -0.989 -0.158 0.411 -0.2568
C 0.46423 1.37295 2.68419 0.376 -0.465 -2.406 -0.3772
C -0.57641 1.56052 1.74319 -0.486 -0.328 1.636 -0.2375
C -0.28757 1.52669 0.39461 3.630 1.475 0.854 -0.3646
C 1.05093 1.22831 -0.06297 0.239 0.995 2.379 -0.1522
H -0.51961 -3.47255 -0.68849 1.080 1.148 -0.688 0.3181
H 0.72949 -0.12203 -3.12214 -0.062 -0.299 -0.476 0.4262
H -0.76345 1.22671 -1.83971 -0.063 -1.598 0.063 0.4570
H -1.79365 0.23366 0.22006 0.704 -1.595 -1.168 0.2900
H 2.38535 0.64311 2.84218 1.140 -0.208 0.243 0.3816
H 0.38195 1.38213 3.76404 -0.326 0.062 -0.206 0.3767
H -1.62329 1.53731 2.14628 0.913 0.587 -0.659 0.2508
H -0.94974 1.62558 -0.41429 -0.947 1.675 0.865 0.7506
H 1.35120 1.36081 -1.11401 -0.139 -0.293 0.810 0.4116
N -0.24371 -2.48116 -0.90059 -1.603 -0.667 0.516 -0.0580
N -1.24310 -0.36077 -0.44207 -1.561 -1.199 -0.755 -0.0802
N 2.01224 0.84128 0.81703 -1.340 1.139 -0.491 -0.6451
O 0.66509 -2.82793 -3.02326 -0.806 0.907 1.992 -0.6164
O -1.44940 -2.04873 1.01526 0.053 -0.345 -0.811 -0.6356
```
Positions in Å, forces in eV/Å.

## Properties
**E_tot**: -663.039720 Eh
**E_HOMO**: -9.38 eV
**SMILES string**: O=c1cc[nH]c(=O)[nH]1.c1ccncc1
**Net charge**: 0
**LUMO level**: -0.0009 hartree
**Kohn-Sham gap**: 9.4 eV
**Energy relative to the best compared isomer or geometry (same formula, charge and spin)**: 81.28 kcal per mole